Entry 1:
{
  "formula": "C5H7HgO4",
  "method": "wB97M-V/def2-TZVPD",
  "species": ["H", "Hg", "O", "O", "C", "C", "O", "C", "H", "H", "H", "H", "H", "O", "C", "C", "H"],
  "xyz": [[3.07482, -0.72372, -0.46668], [2.45864, 2.39572, -0.45607], [3.24375, 1.04256, 0.57698], [1.65223, -0.59055, 0.97375], [0.32400, -0.10764, 0.87507], [0.13786, 0.13558, -0.61607], [1.58005, 0.70271, -0.90321], [2.49974, 0.06147, 0.05611], [-0.34972, -0.87594, 1.27127], [0.22225, 0.83419, 1.43813], [-0.49954, 0.99114, -0.86080], [0.13433, -0.79662, -1.19595], [-2.68015, -0.70330, -1.53892], [-3.86018, 0.52210, 1.07821], [-2.50880, -0.87354, -0.47339], [-3.26284, -0.16428, 0.36611], [-2.16646, -1.84985, -0.12456]],
  "orbital_gap_ev": 5.34,
  "homo_ha": -0.4634,
  "total_charge": 1,
  "mol_weight_da": 331.70,
  "lumo_energy_ev": -7.3,
  "e_above_lowest_kcal_mol": 74.64
}

Entry 2:
{
  "formula": "C5H7I2N2",
  "method": "wB97M-V/def2-TZVPD",
  "species": ["C", "C", "C", "C", "C", "N", "N", "I", "I", "H", "H", "H", "H", "H", "H", "H"],
  "xyz": [[-2.91865, -0.21971, -2.59702], [1.32604, 0.65764, 1.25034], [1.02486, -0.35543, 0.48029], [-1.55133, -0.34007, -0.55288], [2.60983, 0.60292, 2.04463], [-2.48785, 0.03273, -1.48008], [-0.30042, -0.01241, -0.76674], [1.75850, -2.17738, 0.03738], [-2.27696, -1.45105, 1.06933], [-2.57801, -0.92482, -3.23463], [-3.87547, 0.38782, -2.93491], [0.72313, 1.57091, 1.40213], [2.94193, 1.57478, 2.46646], [3.45152, 0.00736, 1.45740], [2.16544, 0.02236, 2.86172], [-0.01256, 0.62435, -1.50342]],
  "orbital_gap_ev": 8.74,
  "homo_ha": -0.4759,
  "total_charge": 1,
  "mol_weight_da": 348.93,
  "lumo_energy_ev": -4.2,
  "e_above_lowest_kcal_mol": 57.30
}

Entry 3:
{
  "formula": "C5H7IN2",
  "method": "wB97M-V/def2-TZVPD",
  "species": ["C", "C", "C", "C", "C", "N", "N", "I", "H", "H", "H", "H", "H", "H", "H"],
  "xyz": [[-0.96075, -1.29031, 1.45288], [1.05760, -0.49290, 1.68256], [-0.63924, -0.56570, 0.41021], [1.27021, 0.77779, -0.41911], [-1.94027, -0.08826, -1.26114], [0.17239, -1.22449, 2.29392], [0.61502, 0.00126, 0.52423], [-2.24712, 2.09606, -1.06433], [-1.90528, -1.48748, 1.92408], [2.06807, -0.43621, 2.02482], [0.86738, 0.46241, -1.45007], [1.18232, 2.01095, -0.25891], [2.41359, 0.54885, -0.41843], [-2.68190, -0.74163, -0.87414], [-1.34938, -0.09926, -2.08348]],
  "orbital_gap_ev": 9.00,
  "homo_ha": -0.3308,
  "mol_weight_da": 222.03,
  "lumo_energy_ev": 0.0,
  "e_above_lowest_kcal_mol": 88.16
}

Entry 4:
{
  "formula": "C5H7IN2O2S",
  "method": "wB97M-V/def2-TZVPD",
  "species": ["C", "C", "S", "I", "N", "C", "O", "C", "N", "C", "O", "H", "H", "H", "H", "H", "H", "H"],
  "xyz": [[-0.34937, 1.89017, 1.43920], [0.22921, 0.54081, 1.61338], [2.03363, 0.90521, 2.08566], [-0.81653, -0.61033, 3.02641], [0.42260, -0.33766, 0.43306], [1.39406, -1.29326, 0.16037], [2.40760, -1.49587, 0.76015], [0.83335, -2.20424, -0.93704], [-0.52792, -1.72845, -1.07697], [-0.72317, -0.65424, -0.32929], [-1.73264, -0.04588, -0.27086], [-0.37557, 2.38805, 2.41640], [0.24731, 2.52726, 0.79086], [-1.38606, 1.82432, 0.97488], [1.99440, 0.45742, 3.31105], [1.47986, -2.29698, -1.88909], [0.87024, -3.21711, -0.54357], [-1.29531, -1.80191, -1.85206]],
  "orbital_gap_ev": 9.10,
  "homo_ha": -0.3257,
  "smiles": "C[C@@](S)(I)N1C(=O)CNC1=O",
  "mol_weight_da": 286.09,
  "lumo_energy_ev": 0.2,
  "e_above_lowest_kcal_mol": 0.00
}

Entry 5:
{
  "formula": "C5H7IN3O2",
  "method": "wB97M-V/def2-TZVPD",
  "species": ["C", "C", "C", "C", "C", "N", "N", "N", "O", "O", "I", "H", "H", "H", "H", "H", "H", "H"],
  "xyz": [[-3.40879, -0.29563, -0.14049], [-2.81088, -1.49130, -0.04504], [-0.61288, -0.62063, -0.14900], [-0.38989, 1.83588, -0.18177], [0.90195, -0.85448, -0.25634], [-1.02685, 0.59472, -0.12731], [-1.49686, -1.69086, -0.09281], [-3.64309, -2.76832, 0.23127], [-4.78918, -2.67217, 0.35545], [-2.93150, -3.73095, 0.33690], [-4.94504, 0.93572, -0.05928], [0.44368, 1.60340, -0.81860], [-0.14242, 2.17541, 0.92607], [-0.94286, 2.71531, -0.79780], [1.36266, 0.01055, 0.29756], [1.33906, -0.74156, -1.26747], [1.20040, -1.76368, 0.18850], [-1.18333, -2.66316, -0.01540]],
  "orbital_gap_ev": [6.96, 6.96],
  "homo_ha": [-0.4923, -0.4923],
  "total_charge": 1,
  "mol_weight_da": 268.03,
  "lumo_energy_ev": [-6.4, -6.4],
  "e_above_lowest_kcal_mol": 54.21
}

Entry 6:
{
  "formula": "C5H7LiO3Tb",
  "method": "wB97M-V/def2-TZVPD",
  "species": ["C", "C", "H", "H", "H", "O", "Tb", "O", "C", "O", "C", "C", "H", "H", "H", "H", "Li"],
  "xyz": [[1.58700, 2.49623, 1.31417], [0.83384, 3.35997, 0.72016], [2.53840, 2.14066, 0.92249], [0.93054, 4.43995, 0.70131], [0.32427, 2.43597, -0.34678], [0.81302, 0.79149, 1.31122], [0.47816, -0.75730, -2.72428], [0.49270, 0.76150, -0.91856], [0.56294, 0.17296, 0.21253], [-0.08709, -0.93650, 0.40597], [-0.30015, -1.87442, -0.76775], [-1.73330, -2.35208, -0.68346], [0.37404, -2.69928, -0.49591], [-1.92052, -2.98486, 0.20006], [-1.93322, -2.96147, -1.57693], [-2.45726, -1.52562, -0.68542], [-0.50337, -0.50721, 2.41118]],
  "orbital_gap_ev": [6.80, 6.83],
  "homo_ha": [-0.7526, -0.7526],
  "total_charge": 3,
  "spin_multiplicity": 7,
  "mol_weight_da": 280.97,
  "lumo_energy_ev": [-13.7, -13.6]
}

Entry 7:
{
  "formula": "C5H7N",
  "method": "wB97M-V/def2-TZVPD",
  "species": ["C", "C", "C", "N", "C", "C", "H", "H", "H", "H", "H", "H", "H"],
  "xyz": [[0.57816, 1.00457, 0.99163], [1.20890, -0.19164, 0.68008], [0.43492, -1.07238, -0.30847], [0.16386, -0.41928, -1.59688], [-0.85188, -0.34879, -0.47040], [-0.74658, 1.09520, 0.27561], [1.11139, 1.79330, 1.47766], [2.02870, -0.67901, 1.20176], [0.34768, -2.16400, -0.26106], [-0.25925, -1.25373, -2.14899], [-1.72903, -0.91384, -0.47812], [-0.76192, 1.88855, -0.46494], [-1.52496, 1.26104, 1.10212]],
  "orbital_gap_ev": 9.97,
  "homo_ha": -0.3263,
  "smiles": "C1=C[C@@H]2N[C@@H]2C1",
  "mol_weight_da": 81.12,
  "lumo_energy_ev": 1.1,
  "e_above_lowest_kcal_mol": 58.12
}

Entry 8:
{
  "formula": "C5H7N",
  "method": "wB97M-V/def2-TZVPD",
  "species": ["C", "N", "C", "C", "C", "C", "H", "H", "H", "H", "H", "H", "H"],
  "xyz": [[1.08648, -0.43783, -1.46554], [0.66331, -0.36900, -0.06210], [-0.89371, -1.22072, 0.29111], [-0.63338, 0.26513, 0.24693], [-0.67604, 1.07305, 1.46507], [-0.73334, 1.74910, 2.46105], [1.83254, 0.34776, -1.64932], [0.24556, -0.30732, -2.16454], [1.55080, -1.41305, -1.65456], [-1.21656, -1.51645, -0.72837], [0.54922, -1.32270, 0.52369], [-0.99671, 0.81959, -0.62683], [-0.77816, 2.33244, 3.36341]],
  "orbital_gap_ev": 9.88,
  "homo_ha": -0.3266,
  "mol_weight_da": 81.12,
  "lumo_energy_ev": 1.0,
  "e_above_lowest_kcal_mol": 142.55
}